1.
{
  "formula": "H19O10",
  "method": "wB97M-V/def2-TZVPD",
  "species": ["O", "H", "H", "H", "O", "H", "O", "O", "H", "H", "O", "H", "H", "O", "H", "H", "O", "H", "H", "H", "H", "O", "H", "O", "H", "O", "H", "H", "H"],
  "positions_angstrom": [[-9.81, 10.27, 17.63], [-13.17, 11.36, 17.84], [-11.09, 11.99, 15.17], [-9.25, 10.90, 18.07], [-13.87, 10.98, 15.42], [-13.29, 11.00, 16.18], [-15.53, 11.78, 19.19], [-11.78, 8.69, 16.14], [-10.45, 8.70, 20.72], [-14.75, 13.24, 18.91], [-13.28, 10.17, 20.04], [-13.97, 14.44, 19.42], [-11.56, 12.26, 16.59], [-10.28, 9.58, 20.37], [-14.17, 10.51, 20.10], [-12.95, 10.48, 19.20], [-14.51, 14.14, 18.68], [-10.68, 10.67, 17.65], [-16.02, 11.96, 19.99], [-16.10, 11.22, 18.67], [-10.09, 12.46, 19.05], [-11.08, 12.65, 15.86], [-14.62, 11.52, 15.66], [-12.38, 10.84, 17.59], [-11.44, 11.93, 18.62], [-11.01, 12.43, 19.31], [-12.72, 8.70, 15.97], [-10.66, 9.55, 19.49], [-11.62, 9.45, 16.69]],
  "nbo_charge": [-0.97, 0.45, 0.47, 0.46, -0.98, 0.50, -0.94, -0.97, 0.45, 0.48, -0.98, 0.46, 0.49, -0.95, 0.45, 0.49, -0.97, 0.49, 0.48, 0.49, 0.45, -0.98, 0.45, -1.27, 0.48, -0.96, 0.46, 0.49, 0.50],
  "homo_lumo_gap_ev": 8.7,
  "max_force_ev_per_a": 1.786,
  "charge": -1
}

***

2.
{
  "formula": "H19O9",
  "method": "wB97M-V/def2-TZVPD",
  "species": ["H", "H", "O", "H", "H", "O", "H", "H", "O", "O", "H", "H", "O", "H", "O", "H", "O", "H", "H", "H", "H", "H", "H", "H", "O", "H", "O", "H"],
  "positions_angstrom": [[0.69, 0.34, 0.06], [1.16, 1.49, -0.93], [0.29, 1.32, 1.95], [0.11, -1.35, -4.19], [-0.03, 0.25, 4.33], [0.55, 2.50, -2.04], [-0.68, -1.11, 4.59], [-1.59, 0.96, -1.25], [0.15, -1.29, 0.12], [-2.42, -1.32, 2.05], [-0.33, 0.73, 2.39], [2.08, 0.20, -0.53], [1.45, 0.97, -0.12], [0.62, -2.06, -0.19], [2.94, -0.61, -1.43], [-3.04, -1.38, 2.79], [-1.93, 0.55, -0.44], [2.46, -0.90, -2.22], [3.59, 0.02, -1.78], [0.34, 3.10, -1.30], [-0.48, -1.11, 0.83], [0.17, 2.72, -2.89], [-2.72, -1.96, 1.39], [0.01, 2.24, 1.97], [-0.15, -1.88, -3.41], [-1.05, -1.56, -3.28], [-0.48, -0.48, 3.88], [-1.72, -0.38, -0.37]],
  "nbo_charge": [0.56, 0.53, -0.99, 0.47, 0.48, -0.99, 0.49, 0.47, -1.04, -0.96, 0.50, 0.53, -0.83, 0.54, -0.91, 0.50, -0.95, 0.51, 0.51, 0.51, 0.55, 0.52, 0.47, 0.48, -0.94, 0.47, -0.96, 0.48],
  "homo_lumo_gap_ev": 11.0,
  "max_force_ev_per_a": 2.727,
  "charge": 1
}

***

3.
{
  "formula": "H20HeO10",
  "method": "wB97M-V/def2-TZVPD",
  "species": ["O", "H", "H", "O", "H", "H", "H", "O", "H", "H", "H", "H", "H", "O", "H", "H", "O", "O", "H", "O", "O", "H", "O", "H", "H", "H", "H", "H", "He", "H", "O"],
  "positions_angstrom": [[8.16, 12.58, 21.23], [8.85, 12.11, 21.72], [2.82, 12.98, 17.19], [4.46, 13.93, 16.35], [3.35, 10.57, 17.72], [2.41, 12.21, 18.42], [7.20, 15.48, 14.97], [7.01, 15.66, 15.89], [1.68, 15.11, 18.46], [4.54, 17.03, 18.30], [5.12, 10.69, 17.06], [5.35, 12.09, 16.54], [7.63, 15.11, 16.37], [2.44, 12.15, 17.47], [8.47, 12.58, 20.33], [5.10, 14.60, 16.13], [2.04, 15.13, 19.34], [3.85, 9.93, 18.22], [5.31, 16.49, 19.49], [4.42, 16.66, 19.17], [5.64, 10.56, 20.65], [2.86, 15.61, 19.25], [2.21, 12.33, 20.28], [5.22, 10.34, 19.82], [1.30, 12.04, 20.26], [2.17, 13.27, 20.07], [6.12, 11.37, 20.46], [3.25, 9.18, 18.31], [5.00, 13.50, 18.91], [3.95, 13.81, 15.55], [5.72, 11.20, 16.52]],
  "nbo_charge": [-0.94, 0.47, 0.48, -0.97, 0.50, 0.50, 0.48, -0.95, 0.47, 0.48, 0.48, 0.47, 0.48, -0.99, 0.47, 0.50, -0.97, -0.99, 0.49, -0.95, -0.96, 0.50, -0.95, 0.48, 0.47, 0.50, 0.47, 0.48, 0.00, 0.48, -0.98],
  "homo_lumo_gap_ev": 10.0,
  "max_force_ev_per_a": 1.020
}

***

4.
{
  "formula": "H20Li2O18P2Zr",
  "method": "wB97M-V/def2-TZVPD",
  "species": ["H", "H", "O", "O", "O", "P", "O", "O", "H", "H", "O", "H", "H", "O", "H", "O", "Zr", "Li", "H", "H", "P", "H", "H", "O", "H", "H", "H", "O", "O", "H", "O", "H", "O", "O", "O", "H", "H", "O", "O", "Li", "H", "O", "H"],
  "positions_angstrom": [[12.34, 16.38, 15.71], [8.39, 14.14, 16.42], [7.72, 19.87, 20.43], [8.48, 14.88, 18.72], [9.32, 14.39, 16.31], [9.31, 18.15, 17.72], [10.75, 17.83, 17.27], [8.73, 16.93, 16.92], [11.57, 19.32, 16.80], [11.38, 14.47, 20.26], [11.54, 15.86, 15.86], [10.27, 22.04, 17.73], [5.73, 16.59, 16.13], [9.42, 17.34, 19.04], [6.81, 20.77, 15.60], [5.18, 20.63, 20.53], [10.36, 15.82, 17.81], [8.70, 18.26, 20.56], [12.98, 19.60, 17.31], [12.79, 16.96, 18.94], [6.46, 20.08, 21.24], [6.98, 16.88, 16.97], [8.74, 16.93, 15.21], [6.50, 20.88, 22.56], [10.75, 15.78, 20.81], [9.07, 18.13, 14.31], [8.03, 20.28, 16.40], [7.74, 20.96, 15.76], [10.07, 21.51, 18.51], [7.60, 15.30, 18.69], [10.82, 15.21, 20.02], [9.62, 13.91, 15.53], [12.32, 19.94, 16.71], [5.73, 18.81, 21.82], [8.67, 19.49, 17.75], [8.46, 14.27, 19.46], [9.61, 20.73, 18.17], [12.52, 16.25, 18.34], [8.97, 17.17, 14.29], [7.52, 20.65, 18.71], [13.32, 15.77, 18.11], [6.08, 16.50, 17.02], [11.48, 15.26, 15.11]],
  "nbo_charge": [0.53, 0.53, -1.34, -0.95, -0.93, 2.57, -1.18, -1.22, 0.49, 0.52, -0.92, 0.48, 0.47, -1.27, 0.47, -0.92, 1.73, 0.90, 0.45, 0.50, 2.39, 0.49, 0.49, -0.90, 0.47, 0.47, 0.48, -0.96, -0.96, 0.54, -0.98, 0.51, -0.96, -0.83, -1.19, 0.52, 0.46, -0.95, -0.99, 0.94, 0.52, -0.98, 0.51],
  "homo_lumo_gap_ev": 1.8,
  "max_force_ev_per_a": 7.668
}

***

5.
{
  "formula": "H20O10",
  "method": "wB97M-V/def2-TZVPD",
  "species": ["H", "H", "O", "H", "H", "H", "H", "H", "H", "H", "O", "H", "O", "O", "H", "O", "H", "H", "O", "O", "H", "O", "O", "H", "H", "H", "O", "H", "H", "H"],
  "positions_angstrom": [[0.99, 1.92, -0.87], [-1.31, -0.40, 1.16], [0.98, 3.47, -2.11], [-3.53, -1.69, 1.59], [3.61, 1.23, 2.20], [-4.19, 2.74, 0.15], [-0.09, 0.30, 1.75], [-4.13, -3.04, -1.91], [-3.08, 2.30, -0.78], [4.90, -2.75, -2.39], [0.34, -1.32, -0.41], [0.42, -2.16, -0.87], [-3.50, 2.08, 0.06], [-2.79, -1.44, 1.03], [5.53, -2.70, -1.01], [-3.23, -2.74, -2.07], [2.80, 0.78, 1.00], [-0.21, -0.78, 3.60], [0.51, 2.73, -0.67], [0.60, -0.46, 3.19], [-0.34, 2.61, -1.10], [3.65, 1.14, 1.24], [4.75, -3.01, -1.47], [0.28, 3.98, -1.69], [0.99, 0.12, 3.86], [0.23, -0.67, -1.12], [-0.36, -0.50, 1.27], [-2.72, -3.55, -2.16], [-2.88, -2.00, 0.25], [1.79, 3.82, -1.72]],
  "nbo_charge": [0.48, 0.47, -0.93, 0.47, 0.47, 0.47, 0.46, 0.47, 0.46, 0.47, -0.90, 0.44, -0.93, -0.95, 0.47, -0.94, 0.48, 0.48, -0.92, -0.92, 0.45, -0.94, -0.93, 0.46, 0.45, 0.45, -0.95, 0.47, 0.49, 0.47],
  "homo_lumo_gap_ev": 7.0,
  "max_force_ev_per_a": 16.440
}

***

6.
{
  "formula": "H20O10",
  "method": "wB97M-V/def2-TZVPD",
  "species": ["H", "H", "H", "O", "H", "H", "H", "O", "O", "O", "O", "H", "H", "O", "H", "H", "O", "H", "O", "H", "H", "H", "H", "H", "O", "H", "H", "O", "H", "H"],
  "positions_angstrom": [[10.16, -14.59, -17.20], [4.79, -17.81, -21.64], [11.37, -17.46, -21.26], [5.56, -18.34, -21.42], [6.30, -18.75, -16.42], [8.64, -14.32, -15.41], [9.74, -14.51, -20.98], [8.36, -14.13, -16.31], [6.22, -17.91, -16.90], [9.74, -15.30, -20.43], [8.10, -17.27, -21.85], [7.99, -16.84, -22.71], [8.29, -17.55, -18.42], [11.38, -18.20, -20.64], [10.56, -18.09, -20.13], [7.20, -17.57, -21.61], [10.85, -14.67, -17.86], [9.76, -19.63, -16.15], [8.71, -18.11, -19.08], [3.72, -19.06, -18.64], [7.72, -14.82, -16.52], [10.45, -15.10, -18.63], [9.46, -19.28, -17.62], [5.31, -18.83, -20.62], [9.89, -19.94, -17.05], [5.21, -18.74, -18.34], [9.17, -15.94, -20.91], [4.61, -19.28, -18.90], [5.40, -17.51, -16.58], [8.14, -18.05, -19.86]],
  "nbo_charge": [0.47, 0.48, 0.46, -0.98, 0.49, 0.47, 0.47, -0.94, -0.95, -0.98, -1.00, 0.48, 0.48, -0.95, 0.48, 0.51, -0.98, 0.46, -0.96, 0.48, 0.47, 0.49, 0.48, 0.51, -0.95, 0.49, 0.50, -0.97, 0.48, 0.49],
  "homo_lumo_gap_ev": 9.4,
  "max_force_ev_per_a": 0.411
}

***

7.
{
  "formula": "H20O10",
  "method": "wB97M-V/def2-TZVPD",
  "species": ["O", "H", "H", "H", "H", "O", "H", "H", "H", "H", "H", "O", "O", "H", "H", "H", "H", "H", "O", "O", "H", "H", "O", "O", "H", "O", "H", "H", "H", "O"],
  "positions_angstrom": [[-1.48, -0.68, 0.16], [-0.71, -2.07, -2.93], [2.18, 0.07, 3.07], [1.35, -1.02, 2.54], [-0.15, 1.08, 3.46], [0.81, 0.78, 0.05], [-0.96, 1.99, -5.31], [-0.94, -0.18, 3.68], [6.04, 0.28, 0.07], [-4.27, -0.71, -1.14], [0.14, 2.07, -4.31], [-1.17, -2.84, -2.59], [-1.20, 3.07, 1.23], [-2.14, 2.86, 0.90], [0.90, -2.30, -0.25], [-1.47, -1.60, -0.11], [-1.02, 2.43, 1.93], [-0.29, -2.51, 0.63], [-3.77, -0.20, -1.75], [5.28, 0.20, 0.59], [-0.19, 0.87, -0.13], [-0.54, -3.49, -2.82], [1.26, -0.14, 3.05], [-0.22, 0.39, 4.16], [1.28, 1.55, -0.18], [-0.01, 1.80, -5.26], [4.55, 0.37, -0.06], [-3.71, 0.65, -1.30], [-1.90, -0.31, -0.57], [0.73, -2.38, 0.71]],
  "nbo_charge": [-0.93, 0.47, 0.46, 0.48, 0.45, -0.96, 0.46, 0.45, 0.46, 0.47, 0.46, -0.93, -0.94, 0.47, 0.47, 0.46, 0.48, 0.45, -0.93, -0.93, 0.49, 0.47, -0.95, -0.89, 0.46, -0.93, 0.47, 0.46, 0.47, -0.91],
  "homo_lumo_gap_ev": 8.0,
  "max_force_ev_per_a": 7.290
}

***

8.
{
  "formula": "H20O10",
  "method": "wB97M-V/def2-TZVPD",
  "species": ["H", "H", "H", "O", "O", "O", "H", "O", "O", "O", "H", "H", "H", "H", "H", "O", "H", "H", "H", "H", "H", "O", "O", "H", "H", "H", "H", "O", "H", "H"],
  "positions_angstrom": [[-2.11, -0.80, -0.47], [3.04, -0.56, -1.84], [1.03, -1.63, -1.71], [-1.44, 1.74, -1.65], [0.01, -2.14, 1.13], [-1.97, -0.80, -1.42], [-1.43, -1.40, 1.27], [-1.59, 1.84, 1.37], [2.21, -0.83, 1.41], [-2.23, -0.88, 1.30], [0.02, -1.91, -0.67], [1.34, 1.79, 2.67], [-3.02, -1.38, 1.44], [0.17, 1.65, 1.71], [-1.66, 2.15, 0.45], [0.16, -2.08, -1.60], [2.48, -0.79, 0.50], [1.84, 0.05, 1.56], [-1.48, 0.73, -1.55], [0.54, 2.21, -1.45], [-2.26, 2.03, -2.06], [2.24, -0.46, -1.29], [1.49, 2.18, -1.24], [1.52, 2.31, -0.27], [0.14, -3.11, 1.12], [-1.13, -1.36, -1.62], [0.90, -1.71, 1.24], [1.16, 1.71, 1.74], [-1.96, 0.96, 1.37], [2.00, 0.48, -1.41]],
  "nbo_charge": [0.48, 0.49, 0.51, -1.05, -1.02, -1.01, 0.51, -0.99, -0.97, -1.00, 0.48, 0.48, 0.49, 0.52, 0.50, -0.97, 0.50, 0.50, 0.51, 0.51, 0.48, -1.00, -0.98, 0.50, 0.50, 0.49, 0.51, -1.00, 0.50, 0.53],
  "homo_lumo_gap_ev": 11.1,
  "max_force_ev_per_a": 2.343
}